1.
# C17H37NO3P

A 2-piece molecular cluster, C17H37NO3P overall at a distorted geometry (ωB97M-V/def2-TZVPD, OMol25).

Multiplicity = 2
Charge = 0
HOMO-LUMO gap (spin up / spin down) = 0.3195 / 0.3194 Eh

```
59
C17H37NO3P, DFT ωB97M-V/def2-TZVPD
C 4.9132 2.0630 -0.8278
C 5.0859 0.5654 -1.1389
C 3.7830 -0.2291 -1.0810
C 2.6079 0.4107 -1.8146
C 1.2906 -0.3600 -1.5566
C 0.1925 0.3875 -0.7451
P 1.0264 0.8133 0.8600
C 1.0921 -0.8057 1.7542
O -0.1131 1.6226 1.7727
C -0.9862 -0.6134 -0.6329
C -2.4046 -0.0538 -0.5787
C -3.3148 -1.1749 -1.1062
C -2.8584 0.2222 0.8812
N -2.6259 1.1072 -1.4584
O -3.8326 1.5352 -1.4636
C -1.6116 2.1782 -1.4681
C -1.7619 3.1573 -0.2924
C -1.8511 3.0091 -2.7680
C -0.1780 1.6403 -1.5620
H 4.7793 2.6017 -1.7619
H 5.7639 2.4383 -0.2743
H 4.0042 2.2097 -0.2563
H 5.6067 0.4155 -2.0793
H 5.7447 0.1653 -0.3690
H 3.5191 -0.4028 -0.0422
H 3.9463 -1.2007 -1.5432
H 2.4904 1.4558 -1.5633
H 2.8145 0.3465 -2.8812
H 0.8325 -0.6805 -2.4848
H 1.5288 -1.2727 -1.0070
H 1.5736 -0.5768 2.6974
H 0.0736 -1.1162 1.9769
H 1.6404 -1.5529 1.1992
H 0.2783 1.8419 2.6330
H -0.8655 -1.1841 0.2809
H -0.9022 -1.3455 -1.4319
H -4.3606 -0.9094 -1.0183
H -3.0877 -2.1106 -0.6056
H -3.1009 -1.3092 -2.1666
H -2.0242 0.1644 1.5690
H -3.3589 1.1767 0.9630
H -3.5769 -0.5311 1.1839
H -1.8934 2.6798 0.6703
H -0.8515 3.7409 -0.2254
H -2.5813 3.8469 -0.4581
H -2.0479 4.0438 -2.5235
H -0.9714 3.0128 -3.4044
H -2.6847 2.6179 -3.3372
H 0.4907 2.4630 -1.3354
H 0.0204 1.3872 -2.6003
C -1.3477 -4.7999 4.4070
C -1.3013 -3.5508 3.5471
O -0.4916 -3.7361 2.3879
H -0.3415 -5.0870 4.7133
H -1.9540 -4.6399 5.2996
H -1.7719 -5.6375 3.8483
H -0.8619 -2.7223 4.1011
H -2.3119 -3.2586 3.2419
H -0.8719 -4.4585 1.8755
```

2.
# C17H37NP

A 3-piece molecular cluster, C17H37NP overall at a distorted geometry (ωB97M-V/def2-TZVPD, OMol25).

Charge = -1
HOMO-LUMO gap = 0.2350 Eh

```
56
C17H37NP, DFT ωB97M-V/def2-TZVPD
P -2.7903 -3.6734 -2.9587
C -2.7258 -1.8613 -2.3610
C -3.6985 -0.6348 -2.9531
C -3.4616 0.8295 -2.2837
N -2.5196 1.2916 -1.2248
C -1.5951 0.2589 -0.6780
C -1.6864 -1.2773 -1.2028
H -2.7410 -4.1910 -1.5926
H -1.3406 -3.6629 -2.9982
H -2.8030 -3.1805 -4.3171
H -4.2450 -3.7144 -2.9636
H -2.7185 -5.0473 -3.4633
H -4.5004 -0.8371 -3.7981
H -4.1807 1.6830 -2.7135
H -0.8137 0.5764 0.1440
H -0.9286 -2.0557 -0.7208
C -0.0438 3.4444 -2.9586
C 0.8725 2.5155 -2.1776
C 1.4423 3.1574 -0.9100
C 2.3302 4.3860 -1.1377
C 3.5443 4.1575 -2.0414
C 4.5277 3.1417 -1.4810
H 0.4873 4.3294 -3.3183
H -0.4487 2.9233 -3.8335
H -0.8858 3.7713 -2.3409
H 1.6815 2.1645 -2.8272
H 0.3025 1.6249 -1.8890
H 2.0067 2.3978 -0.3561
H 0.6110 3.4490 -0.2556
H 2.6773 4.7469 -0.1614
H 1.7269 5.1984 -1.5599
H 4.0670 5.1137 -2.1687
H 3.2251 3.8469 -3.0418
H 4.8935 3.4548 -0.4980
H 5.3903 3.0454 -2.1482
H 4.0739 2.1515 -1.3821
C 1.2311 -4.2971 3.7008
C 0.1485 -3.5417 4.4555
C -0.9007 -2.9131 3.5347
C -0.3710 -1.8523 2.5630
C 0.3407 -0.6645 3.2152
C -0.5628 0.1496 4.1286
H 1.8058 -3.6361 3.0469
H 1.9324 -4.7537 4.4083
H 0.7970 -5.0964 3.0925
H 0.6078 -2.7778 5.0920
H -0.3577 -4.2404 5.1315
H -1.6933 -2.4764 4.1538
H -1.3810 -3.7077 2.9498
H -1.2134 -1.4782 1.9676
H 0.3149 -2.3227 1.8485
H 0.7163 -0.0066 2.4216
H 1.2193 -1.0033 3.7743
H -1.4271 0.5351 3.5786
H -0.0133 1.0035 4.5374
H -0.9262 -0.4445 4.9719
```